2 unconnected molecules or ions with the total composition C5H14NO in a non-equilibrium geometry. Source: the Open Molecules 2025 dataset; level of theory: wB97M-V/def2-TZVPD.

```
21
Properties=species:S:1:pos:R:3:forces:R:3
H -1.72450 -0.97848 -1.74735 -1.0 1.0 1.4
H 0.28874 2.12403 1.98707 -0.7 0.0 0.6
C 0.75280 -2.54609 -0.29834 0.3 0.7 0.3
H 1.93459 -0.36082 0.27523 0.4 -0.4 -0.2
H 0.26316 0.36374 -2.61108 -0.4 -1.4 -1.2
C -0.40025 1.93229 1.16894 3.3 0.8 -2.7
H 2.11941 1.06100 1.30552 0.0 0.4 0.6
C -0.43395 0.00140 -0.67236 1.2 1.5 -1.2
O 0.15739 0.71011 -1.74931 -0.8 0.7 3.7
N 0.11366 0.57417 0.62243 -1.3 -0.3 1.2
H -2.03432 -1.18929 -0.05455 -0.2 0.6 -0.1
H -2.75963 0.23866 -0.88592 0.6 0.8 0.2
H -0.28369 -0.06075 1.38642 1.4 0.4 -1.4
H 0.76213 -2.59789 0.78804 -0.2 0.0 -0.2
H -1.42923 1.90535 1.36297 -1.3 0.0 0.3
H 0.00144 -3.08118 -0.84440 -0.2 -0.1 -0.1
H -0.06205 2.70783 0.39812 -1.1 -1.0 0.9
H 1.66452 1.24818 -0.46481 0.7 -0.4 0.9
C 1.61117 0.64118 0.46505 -1.0 0.3 -1.1
C -1.85298 -0.35534 -0.76377 0.3 -3.7 -1.9
H 1.72994 -2.41906 -0.75243 -0.2 0.0 -0.1
```
Positions in Å, forces in eV/Å.

Computed properties:
- gap between HOMO and LUMO (alpha / beta) (eV) = 8.781 / 9.110
- relative energy (zero: lowest compared OMol25 entry of this formula, charge and spin) (eV) = 5.698
- charge = +1
- E_LUMO (alpha / beta) (Eh) = -0.151 / -0.137
- calculated total energy (hartree) = -328.47685
- max |F| (hartree/bohr) = 0.08501

How positive or negative is each atom? The Löwdin charges in e answer that: atom 1 (H): 0.135, atom 2 (H): 0.098, atom 3 (C): 0.108, atom 4 (H): 0.067, atom 5 (H): 0.109, atom 6 (C): 0.053, atom 7 (H): 0.101, atom 8 (C): -0.306, atom 9 (O): 0.033, atom 10 (N): -0.138, atom 11 (H): 0.094, atom 12 (H): 0.097, atom 13 (H): 0.204, atom 14 (H): 0.013, atom 15 (H): 0.083, atom 16 (H): 0.005, atom 17 (H): 0.138, atom 18 (H): 0.116, atom 19 (C): 0.015, atom 20 (C): -0.036, atom 21 (H): 0.011